C9H9N | ωB97M-V/def2-TZVPD

XYZ file:
```
19
Properties=species:S:1:pos:R:3
C 2.60 -0.52 -1.67
C 1.55 -0.49 -2.60
C 2.40 -0.27 -0.34
C 0.31 -0.13 -2.11
C 1.17 0.11 0.14
C 0.09 0.14 -0.78
C -2.46 -0.42 1.76
C -1.24 0.38 -0.38
C -2.39 0.34 3.06
N -1.79 0.08 0.77
H 3.61 -0.85 -1.83
H 1.67 -0.66 -3.63
H 3.32 -0.47 0.20
H -0.57 0.09 -2.87
H 0.84 0.13 1.25
H -1.93 0.92 -1.05
H -2.88 -0.09 3.87
H -2.92 1.21 2.84
H -1.39 0.51 3.37
```

Results
orbital gap = 7.828 eV

C9H9N2O2S | ωB97M-V/def2-TZVPD

XYZ file:
```
23
Properties=species:S:1:pos:R:3
C -1.76 1.68 -0.39
C -1.69 0.69 -1.34
C -1.65 1.30 1.03
C -2.22 -0.79 0.10
C 2.30 0.23 0.14
C 2.04 -1.26 -0.02
C 1.18 1.01 -0.44
C 0.68 -1.63 0.61
C -0.34 -0.59 0.15
N -1.29 -0.79 -0.95
N -1.43 -0.21 1.09
O -2.14 0.78 -2.49
O -1.75 1.96 2.04
S -3.76 -1.34 0.10
H -2.03 2.68 -0.80
H 2.27 0.50 1.16
H 3.27 0.36 -0.30
H 2.03 -1.52 -1.01
H 2.85 -1.84 0.57
H 0.80 1.79 0.07
H 1.39 1.20 -1.43
H 0.40 -2.66 0.42
H 0.86 -1.55 1.72
```

Results
net charge = -1
orbital gap = 7.547 eV

C9H9N2O5PdS | ωB97M-V/def2-TZVPD

XYZ file:
```
27
Properties=species:S:1:pos:R:3
O -0.63 3.01 -7.71
C -0.64 2.98 -6.58
Pd -0.64 0.94 -2.53
C -0.69 1.22 -0.50
O -0.84 1.52 0.61
C -0.60 -1.20 -2.33
O -0.67 -2.35 -2.39
C 1.33 0.87 -2.74
O 2.48 0.77 -2.89
C -2.64 0.75 -2.75
O -3.75 0.63 -2.94
H -0.57 0.45 -4.11
S 1.24 -0.73 -0.67
C 0.77 -0.66 0.98
N 1.54 0.08 1.77
C 1.17 0.37 3.15
C 0.65 -0.94 3.69
C -0.55 -1.42 2.91
N -0.22 -1.39 1.50
H 2.10 0.76 1.27
H 0.42 1.17 3.16
H 2.07 0.70 3.65
H 0.38 -0.81 4.73
H 1.44 -1.69 3.63
H -1.43 -0.79 3.08
H -0.81 -2.45 3.17
H -0.88 -1.79 0.84
```

Results
net charge = +1
orbital gap (spin up / spin down) = 6.581 / 6.387 eV
spin multiplicity = 3

C9H9N3 | ωB97M-V/def2-TZVPD

XYZ file:
```
21
Properties=species:S:1:pos:R:3
C 0.93 -1.60 -3.28
C 0.37 -1.11 -1.90
C 0.62 -1.75 -0.74
C 0.27 -1.26 0.56
C -0.02 0.07 0.70
C -0.41 0.86 1.94
N -0.21 0.28 3.24
C -0.79 2.14 1.64
C -1.08 2.67 0.43
N -0.88 1.97 -0.71
C -0.30 0.68 -0.55
N -0.17 0.11 -1.82
H 0.38 -2.55 -3.56
H 2.00 -1.63 -3.21
H 0.41 -0.74 -3.77
H 0.75 -2.88 -0.70
H 0.26 -1.89 1.52
H 0.24 -0.65 3.27
H -0.08 0.92 4.02
H -0.70 2.80 2.56
H -1.60 3.56 0.34
```

Results
SMILES = Cc1ccc2c(N)ccnc2n1
orbital gap = 8.420 eV

C9H9N3O2 | ωB97M-V/def2-TZVPD

XYZ file:
```
23
Properties=species:S:1:pos:R:3
C 3.45 -2.39 -0.46
O 3.39 -2.39 0.87
N 2.41 -1.36 1.40
O 2.70 -0.14 0.85
N 1.52 -0.93 0.44
C 0.37 -0.34 1.02
C 0.00 -0.35 2.34
N -1.18 0.32 2.44
C -1.58 0.80 1.17
C -2.76 1.52 0.88
C -2.82 1.96 -0.45
C -1.87 1.64 -1.44
C -0.76 0.87 -1.12
C -0.55 0.44 0.23
H 3.44 -1.44 -1.05
H 2.71 -2.93 -1.08
H 4.46 -2.82 -0.65
H 0.34 -0.93 3.14
H -1.82 0.38 3.14
H -3.44 1.92 1.60
H -3.81 2.37 -0.70
H -1.85 2.13 -2.49
H -0.18 0.62 -2.00
```

Results
SMILES = COn1on1-c1c[nH]c2ccccc12
orbital gap = 9.132 eV

Short version: ΔE to the lowest compared entry with this formula, charge and spin = 65.03 111.47 14.70 57.29 196.70 kcal/mol, in the order given.
Short version: calculated total energy = -10965.6200 -27386.1152 -37000.7477 -13947.5633 -18037.2246 eV, in the order given.
Short version: max |F| = 0.0875 0.0964 0.1370 0.1236 0.1047 hartree/bohr, in the order given.